No. 1
# C51H53MoN7O4PS2

C51H53MoN7O4PS2 as an isolated structure (ωB97M-V/def2-TZVPD, the Open Molecules 2025 dataset).

The geometry in ORCA input format:
```
! RIJCOSX wB97M-V def2-TZVPD def2/J DEFGRID3
* xyz 1 3
Mo -1.3154 0.2405 0.2086
S -1.8631 4.8679 0.7804
S 1.0469 4.1561 1.8764
P -0.2037 -2.7226 -0.2181
O 0.2595 4.9232 2.8125
O 2.1999 3.4391 2.3447
O -0.2648 1.7697 -2.1956
O -1.0946 0.9281 2.1541
N -1.8372 2.3622 0.0649
N 2.5568 7.7189 -2.6087
N -3.6672 0.1676 0.2368
N -1.8017 -0.4119 -1.8977
N 0.7438 0.5869 0.1442
N 0.1272 3.0424 1.1430
N 1.4866 0.2138 1.1632
C 2.1825 -0.1145 3.3876
C 1.6046 1.1458 -0.8602
C 3.8336 1.7539 -1.6163
C -0.7631 3.0121 -2.7003
C 3.2995 -0.8653 3.0246
C 0.8961 1.1163 5.0793
C -2.5188 -4.2898 0.2229
C -4.1032 -0.6972 -2.8555
C -2.0133 -1.3483 1.5730
C 1.1418 6.5692 0.5854
C -1.9120 -3.9199 -2.0877
C 2.2415 6.9056 -1.5369
C -0.9665 -3.4764 -3.1777
C 3.0865 -5.5489 -1.8078
C 2.6229 5.5568 -1.5343
C 3.2848 -4.1804 -1.8704
C 3.3204 2.2551 -2.8017
C 4.2581 -1.1801 3.9676
C 1.1020 1.7213 -2.0287
C 2.2727 4.7336 -0.4853
C 0.9912 -3.6018 3.6254
C -0.9672 -2.1122 2.3038
C 0.9493 -5.1754 -0.7997
C 1.1461 0.2448 2.4225
C 4.1230 -0.7518 5.2885
C 1.9123 -6.0528 -1.2664
C 1.9501 2.2557 -2.9903
C 1.1439 -3.7925 -0.8585
C -0.0661 -2.9048 1.5803
C -0.0788 0.8428 2.8979
C -4.5039 -0.9339 -0.3253
C 2.3278 -3.2844 -1.3976
C -1.0618 3.3030 0.6996
C -2.9709 2.9684 -0.4688
C 0.1026 -2.8243 4.3479
C 2.9871 1.2319 -0.6555
C 1.5275 5.2369 0.5764
C -0.1179 1.3731 4.2293
C -3.9353 -5.1305 -1.5178
C -3.6541 -4.9806 -0.1670
C -3.0643 -4.6112 -2.4606
C -2.8416 0.1521 -2.8013
C -1.6508 -3.7357 -0.7203
C 1.4986 7.3992 -0.4617
C 0.9082 -3.6426 2.2377
C 2.0444 0.3238 4.7121
C -0.8744 -2.0854 3.6908
C 3.0266 -0.0002 5.6544
C 2.5970 -1.8131 -1.4429
C -5.0772 -0.5704 -1.6873
C -3.1527 4.2658 -0.1975
H -5.3119 -1.1539 0.3724
H -0.2717 3.8460 -2.1941
H -2.2940 -4.1894 1.2780
H -1.5713 -1.4815 4.2600
H -2.6303 -2.0269 0.9887
H -4.0071 1.0353 -0.1586
H -2.6492 -0.8406 2.2961
H 1.2005 8.4405 -0.4511
H 3.2058 5.1630 -2.3590
H 3.3338 7.4305 -3.1793
H 4.2017 -3.7881 -2.2928
H 3.3971 -1.2109 2.0038
H -0.6143 3.0914 -3.7776
H 4.8798 -1.0007 6.0199
H -2.4200 0.2163 -3.8060
H 5.1206 -1.7671 3.6797
H 1.7606 -4.1656 4.1357
H 3.4005 0.9003 0.2832
H -0.9003 -0.2365 -2.3355
H 2.5289 8.7112 -2.4439
H -3.9569 4.8939 -0.5406
H -3.0638 1.1730 -2.4957
H -4.3111 -5.4046 0.5807
H 1.7567 -1.2595 -1.8688
H 1.5301 2.6811 -3.8905
H -1.9206 -1.4219 -1.8700
H -4.8187 -5.6682 -1.8356
H -4.6325 -0.4407 -3.7752
H -0.2927 -2.6738 -2.8734
H -3.9074 -1.8436 -0.4222
H 0.5671 6.9509 1.4184
H 2.9183 0.3515 6.6730
H -0.3260 -4.3078 -3.4799
H -5.9172 -1.2395 -1.8829
H -3.8121 -1.7488 -2.9632
H 2.7509 -1.4211 -0.4369
H 3.8465 -6.2219 -2.1823
H -3.6215 2.4350 -1.1442
H 0.0290 -5.5720 -0.3877
H 3.4835 -1.5846 -2.0324
H -3.8639 0.2721 1.2281
H 1.7450 -7.1200 -1.2111
H -1.5199 -3.1457 -4.0584
H 4.8960 1.7917 -1.4167
H 1.6144 -4.2387 1.6749
H 3.9715 2.6687 -3.5600
H 0.1724 -2.7826 5.4272
H 0.8571 1.5039 6.0908
H 2.5859 3.6970 -0.4796
H -5.5049 0.4383 -1.6510
H -1.8266 3.0386 -2.4840
H -3.2670 -4.7563 -3.5157
H -0.9829 1.9576 4.5106
*
```

Computed properties:
**Kohn-Sham gap (spin up / spin down)**: 6.1 / 6.5 eV
**Relative energy (zero: lowest compared OMol25 entry of this formula, charge and spin)**: 37.3 kJ/mol
**Maximum force**: 0.57 eV/Å

Here are the Löwdin charges for atoms 1 to 99, given in e:
1 Mo 1.650
2 S 1.107
3 S 0.577
4 P 1.129
5 O -0.335
6 O -0.286
7 O -0.175
8 O -0.178
9 N -0.117
10 N 0.105
11 N -0.057
12 N -0.079
13 N -0.123
14 N -0.093
15 N 0.092
16 C -0.099
17 C -0.204
18 C -0.076
19 C -0.041
20 C -0.019
21 C 0.033
22 C -0.098
23 C -0.172
24 C -0.239
25 C -0.075
26 C -0.298
27 C -0.315
28 C -0.050
29 C -0.063
30 C -0.020
31 C -0.034
32 C -0.083
33 C -0.059
34 C -0.240
35 C -0.053
36 C -0.062
37 C -0.326
38 C -0.093
39 C -0.160
40 C -0.066
41 C -0.067
42 C -0.017
43 C -0.332
44 C -0.331
45 C -0.316
46 C -0.203
47 C -0.267
48 C -0.661
49 C -0.325
50 C -0.053
51 C -0.048
52 C -0.307
53 C 0.023
54 C -0.065
55 C -0.066
56 C -0.048
57 C -0.201
58 C -0.344
59 C -0.022
60 C -0.053
61 C -0.160
62 C -0.032
63 C -0.016
64 C -0.052
65 C -0.175
66 C -0.382
67 H 0.128
68 H 0.111
69 H 0.110
70 H 0.123
71 H 0.022
72 H 0.044
73 H 0.070
74 H 0.114
75 H 0.105
76 H 0.092
77 H 0.115
78 H 0.104
79 H 0.097
80 H 0.107
81 H 0.128
82 H 0.108
83 H 0.112
84 H 0.113
85 H 0.073
86 H 0.094
87 H 0.075
88 H 0.080
89 H 0.111
90 H 0.062
91 H 0.117
92 H 0.026
93 H 0.110
94 H 0.122
95 H 0.047
96 H 0.088
97 H 0.111
98 H 0.118
99 H 0.100

=====

No. 2
# C51H53N6O4PTaTe

C51H53N6O4PTaTe as an isolated structure (ωB97M-V/def2-TZVPD, the Open Molecules 2025 dataset).

The geometry in ORCA input format:
```
! RIJCOSX wB97M-V def2-TZVPD def2/J DEFGRID3
* xyz 3 1
Ta 0.6701 -0.0413 0.8830
Te 2.0923 1.8296 -0.4917
P -1.9249 -2.2720 -0.3399
O -3.0927 -1.2377 -0.3875
O -1.8548 -2.8464 -1.8176
O -0.7058 -1.3651 -0.0947
O -2.0624 -3.3317 0.6993
N -0.3394 -1.2513 2.7006
N 1.5429 -2.1595 0.7649
N 2.7758 0.0537 1.9404
N -0.3380 -3.1362 3.8956
N 4.7744 -0.9424 1.7975
N -0.9050 1.4027 -0.7480
C -0.8800 0.2713 -2.9375
C 3.7006 2.1694 3.1549
C -0.0766 1.4808 1.9274
C 6.1136 2.0066 3.6058
C -4.9790 -2.3990 0.6458
C -3.2596 -0.4539 4.9372
C 1.5747 3.0372 -2.2120
C -2.3037 3.3846 -0.5022
C 4.1811 0.2070 -2.2174
C -0.3430 4.0364 3.3029
C 3.7530 0.8774 2.6461
C 6.4262 0.8875 -2.8476
C -3.2611 -4.7947 -1.8955
C -1.9164 -4.2335 -2.3168
C 6.2986 2.0241 -2.0576
C -0.6669 -4.9624 -1.7645
C -1.3666 1.2955 -2.0719
C 0.4072 1.7090 3.2724
C 2.9534 -1.9317 0.3705
C 5.3611 -0.0240 -2.9348
C 0.9188 4.2659 -2.0482
C -1.2042 0.2654 -4.2994
C -4.5035 -1.0887 0.0232
C -2.8178 3.2574 -1.7939
C -1.0208 3.8028 2.1062
C -1.3424 -2.3361 4.4325
C -3.2868 -1.7004 5.6146
C -1.9769 -4.1731 -3.8167
C 3.4917 -0.9635 1.3892
C -2.1576 1.1767 -4.8199
C 0.3528 2.9506 3.9041
C 4.0341 1.3551 -1.4235
C 1.3020 -3.0574 1.9775
C -2.3350 -2.6835 5.3695
C -2.8065 2.0432 -3.9514
C -5.2053 -0.7763 -1.3090
C -0.8423 2.5857 1.3683
C -4.5390 0.0775 1.0111
C 0.9617 4.6577 -4.4473
C -2.2496 -0.1489 4.0020
C -1.3902 2.4365 0.0143
C 5.1097 2.2748 -1.3539
C 1.8361 2.5692 -3.5174
C 1.5790 3.3938 -4.6200
C -2.3519 2.2076 -2.5980
C 0.2196 -2.4513 2.8424
C 4.8980 2.7246 3.6509
C 6.1798 0.7145 3.0969
C -1.3259 -1.1201 3.7073
C 0.6256 5.0594 -3.1598
C 4.9750 0.1965 2.5774
H -4.0621 0.2571 5.0964
H -1.1429 -3.5345 -4.1588
H -2.2899 0.7935 3.4537
H -4.0391 -4.2214 -2.3943
H -2.4492 -3.7076 5.7488
H -5.9473 -2.2372 1.1216
H 1.0362 -2.6053 -0.0068
H 5.4428 -0.9324 -3.5664
H -3.3761 -4.7557 -0.8217
H -0.7367 -5.1214 -0.6963
H -4.1024 -1.8639 6.3208
H -5.0867 -3.2056 -0.0954
H 0.6947 5.2645 -5.3153
H 5.0197 3.1624 -0.7233
H -4.1554 0.9863 0.5512
H 2.2426 -3.0693 2.5690
H 3.3304 -0.4814 -2.2987
H 2.3483 1.6206 -3.7089
H 7.0871 2.7863 -1.9867
H 2.9785 -1.4578 -0.6401
H -5.5344 0.2794 1.3604
H -0.2546 -0.4931 -2.5078
H -0.3934 5.0115 3.7603
H 5.4908 -1.6658 1.6201
H 7.1158 0.1271 3.0667
H 0.6059 4.5926 -1.0396
H 0.2347 -4.3601 -1.9732
H -3.4027 -5.8225 -2.2164
H 7.3640 0.7127 -3.3539
H -4.2841 -2.7803 1.3914
H 2.7910 2.7797 3.1792
H -2.3538 1.2294 -5.8868
H -5.2004 -1.6995 -1.9313
H 7.0080 2.4655 4.0424
H -1.9155 -5.1870 -4.2452
H 3.5449 -2.8832 0.3412
H -2.9270 -3.7573 -4.1089
H 4.9051 3.7169 4.0706
H -3.8946 -0.1693 1.8710
H 0.0932 5.9988 -2.9516
H -0.6324 -0.3634 -4.9640
H -3.6475 2.6470 -4.3113
H -4.6508 -0.0040 -1.8853
H 0.8289 0.8670 3.8351
H 0.8405 3.0417 4.8655
H 1.0098 -4.0853 1.6833
H -0.0392 -4.0770 4.1825
H -3.5805 3.9464 -2.1156
H -6.2138 -0.4048 -1.1235
H -0.6081 -5.9421 -2.2147
H -2.6656 4.1935 0.1435
H 1.7740 2.9964 -5.6144
H -1.6782 4.6067 1.7452
*
```

Computed properties:
**Kohn-Sham gap**: 5.7 eV
**Relative energy (zero: lowest compared OMol25 entry of this formula, charge and spin)**: 0.0 kJ/mol
**Maximum force**: 5.67 eV/Å

Here are the Löwdin charges for atoms 1 to 99, given in e:
1 Ta 1.713
2 Te 1.495
3 P 0.278
4 O -0.169
5 O -0.162
6 O -0.424
7 O -0.255
8 N 0.049
9 N -0.160
10 N -0.009
11 N 0.196
12 N 0.204
13 N 0.045
14 C -0.021
15 C -0.011
16 C -0.367
17 C -0.039
18 C -0.017
19 C -0.033
20 C -0.442
21 C 0.014
22 C -0.180
23 C 0.017
24 C -0.189
25 C -0.042
26 C -0.025
27 C -0.586
28 C -0.049
29 C -0.012
30 C -0.183
31 C -0.128
32 C -0.101
33 C -0.051
34 C -0.136
35 C -0.021
36 C -0.556
37 C 0.050
38 C 0.018
39 C -0.156
40 C -0.043
41 C -0.026
42 C -0.324
43 C -0.030
44 C -0.044
45 C -0.434
46 C -0.032
47 C 0.023
48 C 0.009
49 C -0.004
50 C -0.168
51 C -0.003
52 C -0.032
53 C -0.032
54 C -0.253
55 C -0.102
56 C -0.121
57 C -0.040
58 C -0.139
59 C -0.278
60 C -0.026
61 C 0.024
62 C -0.199
63 C -0.066
64 C -0.169
65 H 0.116
66 H 0.094
67 H 0.106
68 H 0.088
69 H 0.133
70 H 0.101
71 H 0.116
72 H 0.130
73 H 0.070
74 H 0.065
75 H 0.123
76 H 0.087
77 H 0.124
78 H 0.109
79 H 0.073
80 H 0.145
81 H 0.084
82 H 0.100
83 H 0.129
84 H 0.099
85 H 0.093
86 H 0.086
87 H 0.127
88 H 0.207
89 H 0.138
90 H 0.106
91 H 0.083
92 H 0.105
93 H 0.120
94 H 0.074
95 H 0.095
96 H 0.122
97 H 0.097
98 H 0.130
99 H 0.113